Record 1
The following is a quantum chemistry calculation of a 13-piece molecular cluster, C7H38O12 overall, from OMol25.

```
57
Properties=species:S:1:pos:R:3:forces:R:3:mulliken_charge:R:1
C 1.153 2.250 -2.368 0.415 -1.043 1.367 -1.25
C 1.567 1.744 -0.951 -1.172 -0.157 -0.486 0.03
C 0.455 0.889 -0.322 -1.075 0.409 0.572 1.11
C 0.606 0.791 1.228 0.642 -0.588 -2.013 0.72
C -1.837 0.249 1.610 1.529 1.672 -0.656 0.18
C -0.555 0.184 1.980 0.449 -0.311 1.068 0.82
C -0.136 -0.429 3.303 -0.217 -0.683 -0.771 -1.67
H 1.696 3.141 -2.652 0.028 0.130 -0.236 0.37
H 1.349 1.424 -3.042 0.003 0.131 -0.526 0.35
H 0.087 2.400 -2.339 -0.421 0.469 -0.313 0.22
H 2.348 1.004 -1.056 0.945 0.552 0.181 -0.16
H 1.823 2.588 -0.293 0.215 -0.473 -0.155 0.43
H -0.546 1.320 -0.430 0.081 0.434 -0.624 -1.23
H 0.376 -0.076 -0.871 0.193 0.257 0.660 0.13
H 0.915 1.797 1.533 -0.436 -0.186 0.452 0.36
H 1.540 0.222 1.332 -0.706 -0.167 0.655 -0.84
H -2.673 -0.180 2.127 -0.185 -0.007 0.153 0.30
H -1.941 1.006 0.825 -0.912 -0.897 -0.181 -0.76
H -1.033 -0.748 3.835 0.134 0.328 0.480 0.40
H 0.482 0.308 3.823 -0.247 -0.219 0.282 0.42
H 0.467 -1.341 3.173 0.155 0.318 -0.081 0.34
H -1.185 4.223 1.126 0.029 0.086 -0.952 0.30
H -1.761 4.243 -0.388 0.733 0.075 -0.389 0.29
O -1.957 4.235 0.541 0.024 0.553 1.267 -0.56
H 4.185 -2.262 2.341 0.235 0.781 0.550 0.32
H 3.163 -2.009 1.362 0.024 1.206 0.112 0.27
O 3.626 -1.506 2.088 -0.255 -1.984 -0.842 -0.70
H -3.811 3.520 1.247 0.049 0.615 -0.593 0.30
H -3.504 2.180 1.664 -0.150 -0.554 -0.536 0.28
O -3.807 2.640 0.863 -0.818 -0.636 1.826 -0.60
H -3.833 1.252 -2.517 1.052 -1.048 0.391 0.39
H -4.865 0.615 -3.129 -0.338 -1.307 -0.492 0.28
O -4.006 0.302 -2.805 -0.742 2.166 -0.048 -0.67
H 0.430 -4.080 0.050 -0.047 0.311 0.288 0.31
H 1.250 -4.850 -0.845 0.406 -0.011 -0.018 0.33
O 1.369 -4.292 -0.063 -0.759 -0.736 -0.208 -0.64
H -1.262 -2.980 -2.066 0.536 0.053 -0.247 0.37
H -1.477 -4.368 -1.651 -0.034 -0.521 0.178 0.31
O -0.741 -3.782 -1.834 -0.564 0.375 0.062 -0.63
H 4.526 -0.219 -1.617 -0.090 -0.075 -0.427 0.29
H 4.688 -0.143 -0.152 0.222 0.197 0.095 0.36
O 5.138 0.124 -0.966 -0.166 -0.168 0.377 -0.65
H 3.916 1.706 2.492 -0.390 -0.270 -0.516 0.26
H 3.404 0.322 2.031 -0.012 0.916 -0.047 0.24
O 3.258 1.294 1.899 1.127 -0.406 0.844 -0.55
H 1.855 -2.503 -0.663 0.595 0.619 0.574 0.33
H 3.142 -2.966 -1.019 0.832 -0.030 0.089 0.25
O 2.790 -2.198 -0.561 -1.006 -0.038 -0.612 -0.54
H -4.231 2.827 -1.044 0.269 -0.185 0.424 0.41
H -2.775 2.309 -1.120 -0.401 0.105 0.369 0.23
O -3.508 2.644 -1.649 0.320 0.365 -1.259 -0.78
H -1.376 -2.076 1.491 0.036 -0.120 -1.752 0.23
H -2.202 -2.563 2.402 -1.176 -1.175 -0.611 0.38
O -2.120 -2.712 1.427 1.119 0.977 2.257 -0.61
H -2.422 -0.893 -2.981 -0.702 -0.176 -0.382 0.35
H -2.699 -2.231 -3.829 0.172 0.822 0.527 0.26
O -2.233 -1.835 -3.072 0.452 -0.750 -0.124 -0.65
```
Positions in Å, forces in eV/Å.

Values from the calculation:
energy above the lowest of the compared OMol25 structures with the same formula, charge and spin = 2.514 eV
strongest force on any atom = 0.053 hartree/bohr
HOMO = -9.5 eV
electronic energy = -1192.295345 hartree
HOMO-LUMO gap = 9.709 eV
lowest unoccupied orbital energy = 0.235 eV

***

Record 2
The following is a quantum chemistry calculation of a 14-piece molecular cluster, C7H38O14 overall, from OMol25.

```
59
Properties=species:S:1:pos:R:3:forces:R:3:mulliken_charge:R:1
C 1.852 3.391 -0.554 -3.138 1.225 -1.019 -0.25
O 2.202 2.239 0.096 3.826 0.186 -0.456 -0.43
C 0.729 4.120 0.375 0.617 1.042 -4.154 -1.17
C -0.722 3.935 -0.105 0.654 -0.960 2.704 -1.03
C -1.195 2.514 0.257 -0.184 0.416 -0.250 0.56
C -1.659 1.638 -0.630 -0.230 -0.086 2.957 -0.56
C -1.691 2.999 2.512 -2.523 4.132 6.924 -0.67
C -1.306 2.124 1.705 1.359 -5.445 -4.242 0.39
H 2.829 3.811 -0.506 0.276 1.763 -0.767 0.44
H 1.408 3.303 -1.706 1.338 -0.120 2.723 0.08
H 1.520 1.694 0.267 -3.944 -2.941 0.710 0.21
H 0.873 3.676 1.268 0.531 -0.848 3.333 0.64
H 0.901 5.186 0.359 0.431 0.364 0.416 0.37
H -1.380 4.737 0.324 0.476 -0.923 -0.232 0.37
H -0.608 4.122 -1.109 -0.685 0.040 -2.686 0.46
H -1.743 1.839 -1.611 -0.170 0.814 -3.330 0.94
H -2.292 0.826 -0.295 0.655 -0.433 -0.004 -0.44
H -1.977 2.921 3.622 0.707 -1.036 -1.496 0.27
H -1.902 4.062 2.383 0.455 -0.199 -1.204 0.21
H -1.148 0.918 1.848 -0.445 3.486 0.122 -0.37
H -1.363 0.472 -3.369 0.815 1.546 1.361 0.17
H -1.897 -0.622 -3.883 -0.807 -4.726 0.395 0.36
O -1.850 0.239 -4.130 -0.193 3.007 -1.819 -0.67
H -2.871 -0.721 0.768 0.657 -3.847 -1.024 0.33
H 0.168 -0.321 3.183 0.577 0.609 3.454 0.24
O 0.164 -0.558 2.313 -9.742 3.342 0.363 -0.47
H -1.936 -4.207 -0.436 0.818 -0.150 -2.225 0.34
H 1.291 -1.285 4.965 2.286 1.244 0.796 0.29
O -1.894 -4.483 0.458 0.090 -0.637 0.521 -0.71
H 3.693 0.664 -1.543 0.674 -1.208 2.202 0.31
H 3.863 0.766 0.088 0.501 -1.708 -3.083 0.34
O 4.079 0.153 -0.743 -1.250 2.651 0.903 -0.65
H 3.041 -3.246 2.713 -0.673 -0.439 -0.851 0.31
H 1.865 -3.753 1.826 -0.794 0.296 -4.186 0.29
O 2.208 -3.743 2.653 1.252 0.059 5.357 -0.58
H 3.801 -3.638 -0.249 0.526 -1.034 -1.101 0.24
H 3.661 -2.247 0.143 0.855 4.509 -1.583 0.29
O 3.491 -3.076 0.430 -1.205 -3.149 2.266 -0.53
H -0.797 -3.295 0.896 0.190 -0.647 -0.463 0.37
H 0.003 -2.633 1.959 0.321 0.379 0.642 0.16
O -0.279 -2.489 1.059 0.228 -1.013 -0.394 -0.57
H 1.299 -2.273 -3.079 1.751 -0.349 -2.065 0.30
H 1.114 -2.613 -4.510 -1.557 -0.617 -1.812 0.32
O 1.831 -2.431 -3.954 -0.300 0.957 3.867 -0.66
H -1.585 -1.542 -0.925 2.182 0.016 -2.014 0.34
H -0.068 -1.727 -1.129 3.033 -0.609 2.201 0.25
O -0.794 -1.542 -1.636 -5.345 0.651 -0.438 -0.53
H -4.621 0.492 -1.618 1.077 1.007 -0.846 0.29
H -4.233 0.660 -3.115 0.858 0.939 1.951 0.31
O -3.984 1.012 -2.192 -2.120 -1.989 -1.135 -0.58
H -2.660 -3.976 0.676 -1.322 0.481 1.459 0.36
H -1.788 -1.830 0.993 0.784 -0.050 0.324 0.52
O -2.621 -1.739 0.505 -1.974 4.349 0.696 -0.77
H 0.348 0.534 -2.626 0.687 -0.445 -0.195 0.28
H 1.287 -0.238 -3.592 -0.167 -1.464 -2.406 0.31
O 1.259 0.258 -2.822 -0.084 2.002 2.785 -0.54
H 0.893 -0.806 1.999 9.478 -3.069 -3.564 0.20
H 0.714 -2.628 4.689 -0.714 1.956 -0.136 0.32
O 0.476 -1.643 4.734 -1.399 -3.327 -0.253 -0.63
```
Positions in Å, forces in eV/Å.

Values from the calculation:
energy above the lowest of the compared OMol25 structures with the same formula, charge and spin = 8.109 eV
strongest force on any atom = 0.206 hartree/bohr
HOMO = -9.1 eV
electronic energy = -1342.615507 hartree
HOMO-LUMO gap = 9.191 eV
lowest unoccupied orbital energy = 0.105 eV

***

Record 3
The following is a quantum chemistry calculation of a 13-piece molecular cluster, C7H39NO12 overall, from OMol25.

```
59
Properties=species:S:1:pos:R:3:forces:R:3:mulliken_charge:R:1
C 2.599 -1.379 1.464 -0.783 -0.222 -1.349 -1.02
C 1.330 -0.972 2.165 -0.960 0.676 -0.808 0.28
C 0.319 -0.398 1.104 -0.094 -0.932 0.929 0.09
C 0.683 0.992 0.621 0.245 0.307 -2.598 0.66
C -0.782 2.198 2.220 -0.847 -0.223 -0.600 -1.43
C 0.417 2.015 1.678 0.779 0.475 0.667 0.92
C 1.603 2.748 2.285 -0.290 0.220 0.652 -1.43
N 0.640 -2.045 2.873 0.463 0.442 1.193 -0.46
H 2.260 -2.060 0.626 0.754 0.399 0.813 -0.02
H 3.005 -0.472 1.038 0.383 0.124 -0.454 0.38
H 3.379 -1.817 2.061 0.117 -0.415 0.418 0.42
H 1.546 -0.142 2.836 -0.007 -0.115 0.487 0.11
H 0.204 -1.146 0.345 0.448 -0.210 -0.960 0.03
H -0.667 -0.505 1.582 0.107 0.848 0.052 0.15
H 0.295 1.350 -0.382 -1.275 -0.641 1.151 -0.54
H 1.671 0.999 0.088 0.289 -0.043 1.788 0.05
H -0.972 2.878 3.021 0.331 0.552 0.458 0.37
H -1.721 1.758 1.869 0.529 -0.296 -0.204 0.31
H 1.873 2.288 3.247 -0.085 0.004 -0.132 0.30
H 1.360 3.797 2.510 0.062 -0.313 -0.167 0.43
H 2.503 2.717 1.693 0.118 0.013 -0.475 0.29
H 0.248 -2.687 2.219 -0.155 -0.377 -0.528 0.16
H 1.307 -2.545 3.459 -0.238 -0.012 -0.115 0.27
H -2.832 3.799 -2.402 0.225 -0.340 0.546 0.29
H -1.708 2.634 -2.645 -0.221 0.480 0.535 0.43
O -2.301 3.300 -3.019 -0.117 0.159 -1.039 -0.66
H 2.749 -2.992 -2.292 -0.384 0.759 0.073 0.29
H 2.834 -1.756 -1.354 -0.307 -0.080 -0.638 0.28
O 2.350 -2.110 -2.133 1.140 -0.529 0.551 -0.68
H -3.939 -0.410 2.473 0.673 0.097 1.059 0.29
H -3.799 -1.795 3.366 0.458 1.198 0.394 0.30
O -4.129 -1.335 2.595 -1.309 -1.375 -1.399 -0.65
H 1.317 0.981 -3.261 0.363 -0.464 0.064 0.54
H 2.154 -0.385 -3.408 -0.307 0.360 0.056 0.30
O 2.210 0.580 -3.351 0.745 -0.153 -0.024 -0.69
H 0.655 -2.119 -1.984 -0.368 -0.418 0.207 0.40
H -0.603 -2.898 -1.325 0.690 0.465 -0.388 0.33
O -0.306 -2.295 -2.037 -0.557 -0.179 -0.205 -0.68
H -1.380 -1.218 -2.824 0.171 0.801 -0.255 0.40
H -2.494 -0.377 -2.322 -0.236 0.325 -0.197 0.26
O -1.814 -0.328 -3.007 -0.224 -1.433 0.747 -0.71
H -0.498 -4.167 0.959 0.088 -0.073 -0.354 0.27
H -1.664 -3.284 0.575 -0.060 0.270 -0.258 0.29
O -0.728 -3.431 0.376 -0.382 -0.511 0.738 -0.73
H -1.505 -1.248 4.243 0.102 0.025 -0.092 0.32
H -1.720 0.239 4.272 -0.077 0.053 -0.001 0.28
O -2.198 -0.589 4.398 0.422 -0.030 0.138 -0.66
H 0.231 4.813 -1.946 0.250 -0.222 0.114 0.31
H 0.612 3.349 -2.048 0.019 -0.076 -0.104 0.36
O 0.884 4.173 -1.626 -0.289 0.210 -0.058 -0.66
H -4.250 -1.279 -0.242 -0.037 -0.117 0.113 0.25
H -3.862 -2.134 0.974 -0.292 0.422 -0.123 0.43
O -3.836 -2.113 -0.001 0.380 -0.314 -0.163 -0.61
H -0.571 1.475 -3.855 0.093 0.243 -0.095 0.31
H -0.645 0.799 -2.514 0.737 1.168 -1.038 0.53
O -0.164 1.582 -2.984 -1.010 -0.984 0.947 -1.05
H 3.801 0.660 -2.011 -0.304 0.522 -0.198 0.33
H 4.471 1.639 -0.982 -0.186 0.076 -0.302 0.28
O 4.338 0.716 -1.210 0.221 -0.594 0.426 -0.62
```
Positions in Å, forces in eV/Å.

Values from the calculation:
energy above the lowest of the compared OMol25 structures with the same formula, charge and spin = 2.510 eV
strongest force on any atom = 0.051 hartree/bohr
HOMO = -9.3 eV
electronic energy = -1247.705017 hartree
HOMO-LUMO gap = 9.220 eV
lowest unoccupied orbital energy = -0.075 eV

***

Record 4
The following is a quantum chemistry calculation of a 14-piece molecular cluster, C7H39NO13 overall, from OMol25.

```
60
Properties=species:S:1:pos:R:3:forces:R:3:mulliken_charge:R:1
C 0.065 3.637 -2.091 -2.012 -2.897 -3.381 -1.35
C 0.509 3.106 -0.731 -3.093 1.800 -0.635 -0.95
C 0.705 1.698 -0.598 3.433 -1.758 1.741 0.66
C 1.873 1.078 -0.307 1.201 3.918 -1.422 -0.84
N 3.141 1.659 -0.420 -1.701 3.199 -0.185 -0.39
C -0.419 0.843 -0.439 -2.655 -3.248 -0.936 -0.10
C -0.189 -0.436 -1.360 -2.826 0.438 2.743 0.04
C -0.685 -1.636 -1.012 1.530 -0.547 0.333 -1.65
H -0.936 3.288 -2.586 0.865 0.145 1.922 0.21
H 0.600 3.242 -2.992 0.850 0.140 1.113 0.31
H -0.014 4.652 -2.307 0.288 2.131 0.580 0.51
H -0.263 3.395 0.048 0.412 -0.111 -0.769 0.13
H 1.299 3.701 -0.464 2.489 1.181 0.778 0.57
H 2.012 0.145 0.097 -0.522 -2.478 0.467 0.63
H 3.307 2.662 -0.657 -0.586 -1.620 0.221 0.15
H 3.941 1.132 -0.397 1.782 -1.499 0.224 0.18
H -0.690 0.469 0.587 0.528 0.308 -0.486 -0.05
H -1.334 1.358 -0.782 0.214 -0.306 -0.176 0.38
H 0.090 -0.207 -2.360 0.381 0.075 -0.062 1.17
H -0.582 -2.503 -1.638 0.071 -0.039 -0.876 0.33
H -1.006 -2.087 -0.057 0.115 1.421 -0.078 0.17
H 1.803 -4.131 -1.457 -0.154 0.269 0.335 0.31
H 1.483 -3.451 -0.046 -1.069 -3.229 -3.066 0.32
O 1.177 -4.258 -0.724 1.065 2.772 2.921 -0.66
H -1.699 2.068 1.380 -3.172 -0.067 0.771 0.39
H -3.152 2.608 1.980 0.146 0.941 0.481 0.23
O -2.718 1.889 1.547 3.047 -0.661 -1.245 -0.61
H -0.037 1.929 4.369 1.020 3.277 -2.489 0.33
H 1.069 2.893 3.699 1.025 -0.330 0.264 0.31
O 0.133 2.775 3.722 -2.319 -3.001 2.152 -0.63
H 1.226 -3.623 3.341 0.955 -1.099 -0.285 0.35
H 0.852 -3.840 1.994 -2.803 1.078 -3.690 0.32
O 1.444 -4.195 2.565 2.015 -0.214 4.016 -0.58
H 3.149 2.053 3.468 2.224 3.095 -2.439 0.29
H 2.296 0.807 3.243 0.712 0.459 0.336 0.39
O 2.727 1.398 3.903 -2.646 -3.535 2.039 -0.68
H -3.000 0.164 2.244 -0.108 0.358 -0.081 0.36
H -3.272 -1.099 1.489 0.515 -1.422 -2.446 0.35
O -3.507 -0.654 2.260 -0.369 0.750 2.401 -0.72
H -0.171 -2.495 3.077 -0.237 0.818 0.029 0.18
H -1.190 -1.420 2.777 0.615 0.223 0.072 0.26
O -0.225 -1.529 2.936 -0.760 -0.977 -0.056 -0.54
H 1.756 -1.938 -2.517 1.639 -1.062 0.417 0.39
H 3.281 -1.967 -2.222 0.211 0.236 -0.101 0.29
O 2.524 -2.547 -2.278 -1.413 0.860 -0.411 -0.66
H -1.937 -1.726 -3.635 1.239 0.843 -0.433 0.33
H -2.303 -0.368 -3.308 1.646 0.142 -0.630 0.31
O -1.529 -0.821 -3.758 -3.154 -1.073 0.444 -0.69
H 0.507 -0.813 -4.206 -1.031 -0.785 0.813 0.29
H 1.489 -0.023 -4.765 1.029 -0.357 1.333 0.30
O 1.391 -0.561 -3.931 -0.014 1.297 -2.602 -0.65
H -3.607 1.094 -0.031 0.567 -1.183 -2.974 0.38
H -4.685 0.934 -1.106 2.065 -0.698 -0.420 0.30
O -3.692 0.715 -1.034 -2.558 2.106 3.374 -0.65
H 1.810 -1.454 2.331 1.709 0.788 0.335 0.35
H 3.261 -1.230 2.944 2.264 -1.627 2.970 0.25
O 2.682 -0.959 2.313 -4.113 0.989 -3.414 -0.60
H -4.098 -2.425 -0.613 -0.879 -0.061 -0.098 0.24
H -3.392 -1.027 -0.869 -0.354 -0.352 0.091 0.37
O -3.270 -1.967 -0.615 0.680 0.182 0.169 -0.61
```
Positions in Å, forces in eV/Å.

Values from the calculation:
energy above the lowest of the compared OMol25 structures with the same formula, charge and spin = 7.231 eV
strongest force on any atom = 0.106 hartree/bohr
HOMO = -7.3 eV
electronic energy = -1322.789542 hartree
HOMO-LUMO gap = 7.324 eV
lowest unoccupied orbital energy = 0.024 eV

***

Record 5
The following is a quantum chemistry calculation of C7H3EuNO4S as an isolated structure, from OMol25.

```
17
Properties=species:S:1:pos:R:3:forces:R:3:mulliken_charge:R:1
Eu -1.227 0.390 0.905 0.247 -0.569 0.048 1.63
O 2.221 -2.937 -2.938 -1.767 2.399 2.629 -0.14
C 1.708 -2.241 -2.174 1.736 -2.359 -2.583 0.14
C -1.015 2.298 -0.847 -0.767 3.888 -2.972 0.07
O -1.174 3.187 -1.553 0.692 -3.117 2.352 -0.01
C 0.130 -0.262 3.299 1.168 -0.964 4.834 0.06
O 0.430 -0.476 4.393 -1.124 0.883 -4.611 0.00
C 1.661 1.016 0.256 2.333 0.998 -0.686 0.09
O 2.677 1.426 -0.048 -2.473 -1.079 0.749 -0.02
S -3.787 -2.895 -1.260 0.915 1.444 -0.439 0.05
C -3.852 -1.606 -2.433 0.793 0.148 0.325 -0.23
C -2.875 -0.665 -2.223 -0.518 -0.573 1.429 -0.45
N -2.149 -0.879 -1.032 -0.262 -1.591 -0.270 -0.19
C -2.476 -2.079 -0.498 -0.723 0.912 -0.867 -0.15
H -4.580 -1.567 -3.227 -0.042 -0.283 -0.052 0.42
H -2.682 0.221 -2.826 -0.131 -0.313 0.211 0.38
H -1.977 -2.535 0.358 -0.076 0.176 -0.098 0.36
```
Positions in Å, forces in eV/Å.

Values from the calculation:
energy above the lowest of the compared OMol25 structures with the same formula, charge and spin = 0.150 eV
strongest force on any atom = 0.099 hartree/bohr
HOMO (spin up / spin down) = -16.8 / -16.8 eV
electronic energy = -1732.157790 hartree
HOMO-LUMO gap (spin up / spin down) = 8.523 / 8.698 eV
lowest unoccupied orbital energy (spin up / spin down) = -8.262 / -8.093 eV
charge = +2
multiplicity = 8

***

| no. | M (g/mol) |
| --- | --- |
| 1 | 314.4 |
| 2 | 346.4 |
| 3 | 329.4 |
| 4 | 345.4 |
| 5 | 349.1 |